{"formula": "C21H29Si", "method": "ωB97M-V/def2-TZVPD", "symbols": ["C", "Si", "C", "C", "C", "C", "C", "C", "C", "C", "C", "C", "C", "H", "H", "H", "H", "H", "H", "H", "H", "H", "H", "H", "H", "H", "H", "H", "H", "H", "H", "C", "C", "C", "C", "C", "C", "C", "C", "C", "H", "H", "H", "H", "H", "H", "H", "H", "H", "H", "H"], "coordinates": [[2.006, 2.236, 1.108], [2.018, 0.387, 1.087], [1.027, -0.271, -0.368], [3.714, -0.367, 1.077], [1.287, -0.097, 2.837], [0.029, -0.893, 2.796], [0.115, -2.115, 3.503], [-1.176, -0.351, 2.114], [-1.435, 1.071, 2.131], [-2.609, 1.568, 1.490], [-3.514, 0.713, 0.851], [-3.240, -0.655, 0.869], [-2.136, -1.191, 1.520], [2.389, 2.614, 2.064], [2.642, 2.589, 0.287], [0.994, 2.637, 0.987], [1.000, -1.370, -0.402], [-0.017, 0.074, -0.389], [1.533, 0.084, -1.281], [3.704, -1.456, 0.946], [4.272, 0.080, 0.246], [4.252, -0.174, 2.013], [2.072, -0.682, 3.365], [1.100, 0.824, 3.424], [-0.797, -2.669, 3.531], [1.041, -2.698, 3.121], [-0.765, 1.725, 2.696], [-2.734, 2.656, 1.453], [-4.366, 1.145, 0.318], [-3.896, -1.309, 0.306], [-1.981, -2.280, 1.601], [0.520, -3.927, 5.169], [-0.010, -2.483, 5.366], [-1.514, -2.180, 5.435], [0.815, -1.725, 6.317], [0.193, -0.760, 7.178], [0.742, -0.385, 8.393], [2.010, -0.878, 8.775], [2.673, -1.786, 7.914], [2.142, -2.144, 6.679], [1.412, -3.789, 4.517], [0.967, -4.352, 6.096], [-0.171, -4.635, 4.721], [-1.525, -1.062, 5.575], [-2.120, -2.283, 4.521], [-1.987, -2.577, 6.398], [-0.796, -0.355, 6.956], [0.186, 0.306, 9.003], [2.432, -0.570, 9.725], [3.626, -2.182, 8.217], [2.700, -2.806, 6.024]], "lowdin_charge": [-0.175, 0.524, -0.163, -0.176, -0.163, -0.154, -0.056, -0.185, 0.008, -0.044, -0.041, -0.057, -0.018, 0.044, 0.045, 0.033, 0.043, 0.029, 0.048, 0.042, 0.044, 0.041, 0.092, 0.111, 0.051, 0.157, 0.112, 0.116, 0.122, 0.114, 0.130, -0.045, -0.297, -0.049, -0.173, -0.030, -0.060, -0.037, -0.057, -0.026, 0.075, 0.104, 0.096, 0.079, 0.085, 0.134, 0.098, 0.107, 0.108, 0.104, 0.111], "fmax_ev_per_a": 2.6, "orbital_gap_ev": 6.741, "e_above_lowest_ev": 1.376, "e_homo_ev": -11.75, "charge": 1}


{"formula": "H22O11", "method": "ωB97M-V/def2-TZVPD", "symbols": ["H", "H", "H", "H", "H", "H", "H", "H", "H", "H", "H", "H", "H", "H", "H", "H", "H", "H", "H", "H", "H", "H", "O", "O", "O", "O", "O", "O", "O", "O", "O", "O", "O"], "coordinates": [[0.435, -1.010, -0.825], [-0.580, -0.178, -0.284], [0.694, -4.021, -1.139], [-0.133, -4.958, -0.400], [-1.214, -3.147, -2.580], [-2.709, -3.270, -2.750], [1.767, 2.287, 2.657], [1.240, 3.846, 2.460], [-1.000, -1.415, -4.103], [0.152, -0.865, -3.092], [-0.628, 0.406, 3.953], [-2.051, 0.370, 3.924], [-2.098, 2.203, 0.380], [-2.247, 3.543, -0.150], [2.868, 0.681, -1.414], [3.381, -0.395, -0.315], [-0.917, 1.939, -3.341], [-2.393, 2.256, -3.771], [-1.318, 2.362, 3.605], [-0.021, 2.808, 3.306], [2.691, -0.966, 2.658], [3.776, -1.487, 1.798], [0.249, -0.115, -0.818], [-0.236, -4.272, -1.142], [-1.973, -3.556, -2.161], [1.201, 2.956, 2.163], [-0.043, -1.357, -3.986], [-1.421, 0.675, 4.492], [-2.026, 2.691, -0.498], [3.274, -0.176, -1.220], [-1.773, 1.620, -3.425], [-0.458, 2.014, 3.276], [3.511, -1.467, 2.746]], "lowdin_charge": [-0.024, 0.077, 0.039, 0.096, -0.002, 0.059, 0.106, 0.036, 0.023, 0.069, 0.076, -0.017, 0.062, 0.010, 0.049, -0.011, -0.006, 0.033, 0.091, -0.037, 0.023, 0.041, -0.033, -0.099, -0.111, -0.066, -0.101, -0.076, -0.068, -0.041, -0.026, -0.111, -0.061], "fmax_ev_per_a": 4.7, "orbital_gap_ev": 9.562, "e_above_lowest_ev": 6.536, "e_homo_ev": -9.86}


{"formula": "C30H24N8PtSe", "method": "ωB97M-V/def2-TZVPD", "symbols": ["Pt", "C", "N", "C", "C", "C", "C", "C", "C", "N", "C", "C", "C", "C", "C", "C", "N", "C", "C", "C", "C", "C", "N", "H", "H", "H", "H", "H", "H", "H", "H", "H", "H", "H", "H", "H", "H", "H", "H", "H", "H", "Se", "N", "C", "C", "C", "C", "C", "N", "C", "C", "N", "C", "C", "C", "C", "C", "N", "H", "H", "H", "H", "H", "H"], "coordinates": [[-0.344, -0.035, 0.270], [-2.423, -1.914, 1.829], [-1.243, -2.163, 1.001], [-1.595, -2.780, -0.284], [-2.079, -1.776, -1.324], [-2.893, -2.199, -2.373], [-3.297, -1.292, -3.340], [-2.911, 0.036, -3.232], [-2.110, 0.396, -2.163], [-1.695, -0.490, -1.257], [-0.112, -2.712, 1.762], [0.745, -1.654, 2.451], [1.529, -2.002, 3.550], [2.325, -1.044, 4.160], [2.318, 0.256, 3.678], [1.523, 0.537, 2.582], [0.778, -0.394, 1.986], [-2.742, -0.460, 2.029], [-3.847, -0.143, 2.810], [-4.140, 1.178, 3.093], [-3.301, 2.152, 2.562], [-2.239, 1.763, 1.775], [-1.954, 0.482, 1.501], [-2.291, -2.353, 2.827], [-3.307, -2.400, 1.398], [-2.381, -3.538, -0.155], [-0.740, -3.319, -0.707], [-3.206, -3.232, -2.433], [-3.913, -1.618, -4.167], [-3.224, 0.780, -3.947], [-1.802, 1.424, -2.025], [0.543, -3.303, 1.111], [-0.462, -3.413, 2.533], [1.518, -3.015, 3.928], [2.940, -1.308, 5.011], [2.905, 1.037, 4.137], [1.475, 1.540, 2.178], [-4.457, -0.945, 3.196], [-4.983, 1.437, 3.718], [-3.467, 3.199, 2.758], [-1.578, 2.510, 1.359], [5.682, 2.584, -4.313], [4.979, 0.975, -3.772], [3.962, 1.132, -3.003], [3.178, 0.101, -2.394], [3.507, -1.239, -2.580], [2.729, -2.207, -1.956], [1.657, -1.806, -1.176], [1.305, -0.536, -0.979], [2.051, 0.441, -1.574], [1.704, 1.802, -1.370], [0.619, 2.085, -0.616], [0.252, 3.344, -0.451], [0.949, 4.427, -0.990], [2.081, 4.189, -1.736], [2.484, 2.862, -1.962], [3.608, 2.565, -2.759], [4.400, 3.404, -3.354], [4.356, -1.498, -3.198], [2.952, -3.257, -2.070], [1.056, -2.554, -0.684], [-0.637, 3.543, 0.129], [0.589, 5.430, -0.816], [2.673, 4.986, -2.161]], "lowdin_charge": [1.563, -0.056, -0.125, -0.077, -0.213, 0.051, 0.042, 0.030, -0.074, -0.066, -0.071, -0.211, 0.051, 0.041, 0.029, -0.076, -0.071, -0.217, 0.048, 0.052, 0.028, -0.076, -0.053, 0.166, 0.165, 0.163, 0.135, 0.148, 0.150, 0.142, 0.121, 0.139, 0.162, 0.148, 0.150, 0.143, 0.123, 0.150, 0.151, 0.142, 0.089, 1.329, -0.175, -0.324, -0.042, 0.093, 0.037, -0.094, -0.031, -0.112, -0.132, 0.065, -0.087, 0.036, 0.090, -0.041, -0.323, -0.199, 0.151, 0.141, 0.080, 0.107, 0.143, 0.150], "fmax_ev_per_a": 3.4, "orbital_gap_ev": 3.498, "e_above_lowest_ev": 0.000, "e_homo_ev": -18.77, "charge": 4}


{"formula": "C12H40BN2O9Zr", "method": "ωB97M-V/def2-TZVPD", "symbols": ["Zr", "B", "H", "H", "H", "H", "O", "C", "C", "O", "H", "H", "H", "H", "O", "C", "C", "O", "H", "H", "H", "H", "C", "C", "C", "O", "C", "N", "H", "H", "H", "H", "H", "H", "H", "H", "H", "H", "H", "C", "C", "C", "O", "C", "N", "H", "H", "H", "H", "H", "H", "H", "H", "H", "H", "H", "O", "H", "H", "O", "H", "H", "O", "H", "H"], "coordinates": [[4.775, -6.100, 33.449], [3.155, -7.653, 33.868], [3.838, -7.957, 32.953], [2.344, -8.519, 34.194], [3.899, -7.426, 34.769], [2.649, -6.609, 33.667], [3.968, -4.547, 34.662], [4.624, -4.454, 35.909], [5.639, -5.570, 36.220], [6.128, -6.234, 35.082], [3.840, -4.417, 36.688], [5.148, -3.486, 35.990], [5.260, -6.310, 36.944], [6.486, -5.089, 36.739], [3.906, -5.611, 31.553], [4.572, -6.107, 30.439], [5.780, -7.009, 30.764], [6.001, -7.217, 32.132], [4.963, -5.309, 29.780], [3.844, -6.645, 29.802], [6.704, -6.562, 30.347], [5.734, -7.989, 30.250], [3.294, -11.516, 30.499], [2.239, -10.576, 31.036], [1.310, -10.038, 29.988], [0.419, -9.110, 30.491], [0.966, -7.800, 30.497], [1.544, -11.162, 32.190], [3.970, -11.011, 29.800], [2.861, -12.363, 29.956], [3.912, -11.846, 31.331], [2.755, -9.688, 31.436], [0.668, -10.842, 29.585], [1.882, -9.692, 29.107], [1.861, -7.768, 31.112], [0.237, -7.142, 30.978], [1.081, -7.446, 29.470], [0.941, -10.458, 32.612], [0.863, -11.847, 31.837], [-0.967, -9.675, 33.361], [-2.167, -8.883, 33.891], [-3.434, -9.681, 34.023], [-3.874, -10.118, 32.765], [-5.222, -10.325, 32.726], [-1.913, -8.154, 35.194], [-0.359, -10.029, 34.200], [-0.362, -9.091, 32.672], [-1.295, -10.576, 32.830], [-2.404, -8.045, 33.220], [-4.212, -9.131, 34.573], [-3.263, -10.579, 34.668], [-5.558, -11.006, 33.523], [-5.476, -10.740, 31.753], [-5.779, -9.377, 32.822], [-1.592, -8.856, 35.875], [-1.043, -7.619, 35.048], [0.935, -7.060, 35.496], [1.485, -7.626, 34.928], [0.956, -7.472, 36.368], [1.265, -4.282, 35.550], [2.222, -4.315, 35.376], [0.974, -5.169, 35.275], [3.367, -10.139, 35.898], [2.766, -10.020, 36.641], [3.088, -9.466, 35.233]], "lowdin_charge": [1.851, -0.427, 0.010, 0.044, 0.016, 0.014, -0.418, -0.328, -0.350, -0.399, 0.105, 0.101, 0.102, 0.098, -0.392, -0.359, -0.343, -0.404, 0.096, 0.090, 0.094, 0.098, -0.064, -0.450, -0.253, -0.200, -0.074, 0.065, 0.075, 0.076, 0.078, 0.126, 0.132, 0.130, 0.072, 0.095, 0.092, 0.008, 0.080, -0.058, -0.397, -0.241, -0.177, -0.158, 0.026, 0.083, 0.056, 0.084, 0.142, 0.121, 0.137, 0.090, 0.086, 0.092, 0.063, 0.037, -0.083, -0.046, 0.071, -0.099, -0.021, -0.010, -0.079, 0.024, -0.031], "fmax_ev_per_a": 2.0, "orbital_gap_ev": 8.525, "e_above_lowest_ev": 0.000, "e_homo_ev": -5.98, "charge": -1}


{"formula": "C25H28ClF4N3OY", "method": "ωB97M-V/def2-TZVPD", "symbols": ["Y", "C", "C", "N", "C", "C", "C", "C", "N", "C", "C", "F", "C", "F", "C", "C", "F", "C", "F", "H", "H", "H", "H", "H", "H", "H", "H", "H", "H", "H", "H", "H", "H", "H", "O", "C", "C", "C", "C", "C", "C", "N", "H", "H", "H", "H", "H", "H", "H", "Cl", "C", "C", "C", "C", "C", "C", "C", "H", "H", "H", "H", "H", "H"], "coordinates": [[-0.320, 0.246, 0.307], [-1.236, 3.711, 1.641], [-0.211, 3.639, 0.532], [0.755, 2.529, 0.710], [1.546, 2.769, 1.963], [1.468, 1.662, 2.983], [1.675, 2.466, -0.455], [2.654, 1.326, -0.345], [1.919, 0.090, -0.098], [2.677, -1.057, 0.118], [1.977, -2.216, 0.406], [0.607, -2.084, 0.429], [2.528, -3.445, 0.659], [1.711, -4.474, 0.920], [3.898, -3.599, 0.652], [4.634, -2.468, 0.377], [5.966, -2.529, 0.348], [4.060, -1.231, 0.118], [4.888, -0.210, -0.157], [-1.966, 4.487, 1.419], [-0.797, 3.941, 2.615], [-1.815, 2.789, 1.744], [0.351, 4.578, 0.471], [-0.696, 3.498, -0.432], [1.196, 3.704, 2.397], [2.582, 2.954, 1.678], [0.444, 1.509, 3.324], [2.064, 1.897, 3.865], [1.851, 0.723, 2.570], [2.217, 3.413, -0.554], [1.059, 2.367, -1.356], [3.376, 1.528, 0.451], [3.233, 1.294, -1.270], [4.372, -4.551, 0.848], [-0.734, -0.556, 2.665], [-2.027, -1.148, 2.903], [-2.358, -2.107, 1.807], [-3.008, -3.302, 2.031], [-3.303, -4.109, 0.942], [-2.933, -3.698, -0.324], [-2.281, -2.485, -0.458], [-1.996, -1.699, 0.585], [-0.027, -1.134, 2.979], [-2.728, -0.314, 2.909], [-2.055, -1.614, 3.884], [-3.274, -3.592, 3.039], [-3.815, -5.052, 1.086], [-3.137, -4.298, -1.201], [-1.982, -2.127, -1.435], [-5.929, 4.575, 0.829], [-4.740, 3.493, 0.162], [-3.924, 3.921, -0.877], [-2.974, 3.062, -1.406], [-2.816, 1.760, -0.918], [-1.778, 0.826, -1.451], [-3.671, 1.359, 0.114], [-4.630, 2.211, 0.659], [-4.047, 4.922, -1.273], [-2.358, 3.397, -2.233], [-1.284, 1.232, -2.339], [-2.251, -0.105, -1.781], [-3.631, 0.329, 0.461], [-5.292, 1.877, 1.447]], "lowdin_charge": [1.618, -0.059, -0.240, -0.246, -0.219, -0.073, -0.198, -0.237, -0.126, -0.181, -0.147, -0.006, -0.220, 0.101, 0.078, -0.207, 0.116, -0.139, 0.093, 0.089, 0.079, 0.063, 0.134, 0.092, 0.111, 0.117, 0.062, 0.093, 0.064, 0.139, 0.119, 0.113, 0.132, 0.144, -0.145, -0.127, -0.268, 0.011, -0.019, -0.018, -0.105, 0.008, 0.119, 0.134, 0.139, 0.127, 0.124, 0.121, 0.110, 0.673, -0.679, -0.097, -0.066, -0.351, -0.257, -0.082, -0.109, 0.113, 0.119, 0.044, 0.025, 0.090, 0.108], "fmax_ev_per_a": 1.1, "orbital_gap_ev": 7.352, "e_above_lowest_ev": 0.000, "e_homo_ev": -10.40, "charge": 1}


Please write out number 1 again, unchanged.
{"formula": "C21H29Si", "method": "ωB97M-V/def2-TZVPD", "symbols": ["C", "Si", "C", "C", "C", "C", "C", "C", "C", "C", "C", "C", "C", "H", "H", "H", "H", "H", "H", "H", "H", "H", "H", "H", "H", "H", "H", "H", "H", "H", "H", "C", "C", "C", "C", "C", "C", "C", "C", "C", "H", "H", "H", "H", "H", "H", "H", "H", "H", "H", "H"], "coordinates": [[2.006, 2.236, 1.108], [2.018, 0.387, 1.087], [1.027, -0.271, -0.368], [3.714, -0.367, 1.077], [1.287, -0.097, 2.837], [0.029, -0.893, 2.796], [0.115, -2.115, 3.503], [-1.176, -0.351, 2.114], [-1.435, 1.071, 2.131], [-2.609, 1.568, 1.490], [-3.514, 0.713, 0.851], [-3.240, -0.655, 0.869], [-2.136, -1.191, 1.520], [2.389, 2.614, 2.064], [2.642, 2.589, 0.287], [0.994, 2.637, 0.987], [1.000, -1.370, -0.402], [-0.017, 0.074, -0.389], [1.533, 0.084, -1.281], [3.704, -1.456, 0.946], [4.272, 0.080, 0.246], [4.252, -0.174, 2.013], [2.072, -0.682, 3.365], [1.100, 0.824, 3.424], [-0.797, -2.669, 3.531], [1.041, -2.698, 3.121], [-0.765, 1.725, 2.696], [-2.734, 2.656, 1.453], [-4.366, 1.145, 0.318], [-3.896, -1.309, 0.306], [-1.981, -2.280, 1.601], [0.520, -3.927, 5.169], [-0.010, -2.483, 5.366], [-1.514, -2.180, 5.435], [0.815, -1.725, 6.317], [0.193, -0.760, 7.178], [0.742, -0.385, 8.393], [2.010, -0.878, 8.775], [2.673, -1.786, 7.914], [2.142, -2.144, 6.679], [1.412, -3.789, 4.517], [0.967, -4.352, 6.096], [-0.171, -4.635, 4.721], [-1.525, -1.062, 5.575], [-2.120, -2.283, 4.521], [-1.987, -2.577, 6.398], [-0.796, -0.355, 6.956], [0.186, 0.306, 9.003], [2.432, -0.570, 9.725], [3.626, -2.182, 8.217], [2.700, -2.806, 6.024]], "lowdin_charge": [-0.175, 0.524, -0.163, -0.176, -0.163, -0.154, -0.056, -0.185, 0.008, -0.044, -0.041, -0.057, -0.018, 0.044, 0.045, 0.033, 0.043, 0.029, 0.048, 0.042, 0.044, 0.041, 0.092, 0.111, 0.051, 0.157, 0.112, 0.116, 0.122, 0.114, 0.130, -0.045, -0.297, -0.049, -0.173, -0.030, -0.060, -0.037, -0.057, -0.026, 0.075, 0.104, 0.096, 0.079, 0.085, 0.134, 0.098, 0.107, 0.108, 0.104, 0.111], "fmax_ev_per_a": 2.6, "orbital_gap_ev": 6.741, "e_above_lowest_ev": 1.376, "e_homo_ev": -11.75, "charge": 1}